(1)
85
Properties=species:S:1:pos:R:3:forces:R:3:lowdin_charge:R:1 method="wB97M-V/def2-TZVPD" e_homo_ev=-4.62 molar_mass_g_mol=1066.12 e_tot_ev=-158426.844 total_charge=-1 orbital_gap_ha=0.2482
Sn 0.5665 -0.4867 1.0616 0.30 -0.28 -0.26 0.587
C -1.2694 3.5819 3.3835 -0.32 0.07 0.03 -0.235
Si 0.5849 3.4342 3.4747 -0.07 -0.25 -0.02 -0.009
C 1.3220 5.1442 3.3878 0.15 0.33 0.04 -0.248
C 0.9837 2.7058 5.1523 0.09 -0.10 0.23 -0.232
Se 1.4550 2.1828 1.8493 -0.01 0.12 -0.44 0.132
H -1.6570 4.0962 4.2718 0.02 -0.03 -0.08 0.029
H -1.7134 2.5843 3.3484 -0.05 0.01 -0.04 0.010
H -1.5959 4.1442 2.5024 0.03 -0.08 0.03 0.013
H 0.9549 5.7831 4.2006 0.03 -0.04 -0.07 0.026
H 1.0759 5.6201 2.4340 0.02 -0.01 0.06 0.018
H 2.4118 5.0845 3.4586 -0.06 0.05 -0.01 0.021
H 0.4079 3.1820 5.9546 0.07 -0.04 -0.06 0.029
H 2.0471 2.8328 5.3848 -0.09 0.01 0.01 0.009
H 0.7504 1.6364 5.1512 -0.01 0.07 0.04 0.014
C -1.1661 -1.8529 -3.9885 -0.01 0.03 0.02 -0.094
C -2.1443 -0.9937 -3.1718 0.12 0.01 -0.16 -0.596
C -3.5745 -1.2016 -3.6867 0.00 0.02 -0.01 -0.089
C -1.7811 0.4857 -3.3828 0.03 -0.03 -0.03 -0.103
Si -1.9947 -1.3597 -1.3136 0.11 -0.03 0.17 0.436
O -0.4768 -1.1358 -0.7678 -0.50 0.29 0.00 -0.673
C -3.1878 -0.1386 -0.4880 -0.07 0.05 0.19 -0.216
C -2.7242 1.0836 0.0084 -0.04 0.03 -0.09 -0.119
C -3.5793 2.0129 0.5896 -0.02 -0.14 -0.07 -0.088
C -4.9348 1.7335 0.6935 0.00 -0.02 -0.02 -0.095
C -5.4248 0.5245 0.2153 0.09 0.01 -0.03 -0.089
C -4.5597 -0.3947 -0.3671 0.08 0.00 0.02 -0.092
C -2.6568 -3.0788 -0.8938 -0.18 -0.12 0.06 -0.197
C -2.9155 -3.3489 0.4587 -0.01 -0.04 -0.14 -0.103
C -3.4708 -4.5537 0.8670 0.01 0.00 -0.04 -0.084
C -3.7958 -5.5246 -0.0725 0.02 0.03 0.02 -0.104
C -3.5406 -5.2901 -1.4155 0.05 0.09 0.02 -0.097
C -2.9751 -4.0831 -1.8158 0.05 0.01 0.13 -0.097
H -1.1902 -1.5490 -5.0433 0.00 -0.02 0.03 0.083
H -1.4087 -2.9163 -3.9446 0.01 0.04 -0.02 0.063
H -0.1379 -1.7396 -3.6354 -0.09 0.00 -0.05 0.016
H -3.6214 -0.9499 -4.7547 0.00 -0.01 0.04 0.081
H -4.2852 -0.5560 -3.1636 0.03 0.00 -0.02 0.071
H -3.9206 -2.2302 -3.5721 0.02 0.02 -0.01 0.063
H -1.8386 0.7334 -4.4509 0.01 0.01 0.04 0.086
H -0.7653 0.7080 -3.0469 -0.07 -0.03 -0.04 0.015
H -2.4672 1.1468 -2.8454 -0.01 -0.02 -0.03 0.072
H -1.6674 1.3294 -0.0727 0.02 -0.04 0.06 0.070
H -3.1864 2.9439 0.9737 0.04 0.07 0.05 0.085
H -5.6056 2.4527 1.1493 0.02 -0.03 0.01 0.096
H -6.4807 0.2953 0.3033 0.02 0.00 -0.01 0.096
H -4.9598 -1.3390 -0.7242 0.02 0.01 0.02 0.105
H -2.6832 -2.6021 1.2097 0.00 0.01 0.00 0.019
H -3.6515 -4.7320 1.9208 0.00 0.01 -0.03 0.101
H -4.2441 -6.4600 0.2419 0.03 0.01 0.00 0.094
H -3.7795 -6.0461 -2.1539 0.01 0.01 0.00 0.095
H -2.7764 -3.9359 -2.8692 -0.04 0.00 0.01 0.072
N 4.3712 0.8829 4.8122 0.02 -0.25 0.02 0.134
C 4.2431 -0.0645 3.8188 -0.03 0.26 0.20 -0.381
C 2.9726 -0.5671 3.4876 -0.08 -0.08 -0.10 -0.151
N 2.8181 -1.4292 2.5090 0.05 -0.21 0.18 -0.027
C 3.9157 -1.8569 1.8658 -0.07 0.10 0.08 -0.138
C 5.1571 -1.4037 2.2410 0.12 0.12 0.06 -0.122
N 5.3329 -0.4945 3.2117 0.10 -0.14 -0.20 0.118
H 3.5595 1.4500 4.9927 0.01 0.03 -0.06 0.055
H 5.2543 1.3643 4.8239 0.00 0.04 -0.05 0.090
H 2.0817 -0.2317 4.0104 0.04 -0.01 -0.02 0.074
H 3.7851 -2.5655 1.0583 0.00 -0.02 0.03 0.085
H 6.0488 -1.7649 1.7419 0.01 0.02 0.03 0.103
I -1.1856 -0.9912 3.2350 -0.21 0.08 0.18 0.049
C -0.4942 3.8940 -1.1517 0.31 -0.31 -0.06 -0.041
C 0.4975 2.9988 -1.7585 -0.33 0.37 0.16 -0.233
N 1.2714 2.2995 -2.2330 -0.01 -0.01 -0.03 0.044
H -1.4939 3.6043 -1.4736 0.02 -0.03 0.00 0.080
H -0.2917 4.9230 -1.4428 0.02 -0.02 -0.01 0.087
H -0.4025 3.7869 -0.0690 0.00 0.00 0.03 0.043
N 2.7071 -2.1817 -2.1869 -0.13 0.51 -0.16 -0.157
C 2.7045 -3.2517 -1.7020 0.29 -0.21 0.44 -0.332
N 2.6858 -4.4345 -1.2965 -0.30 -0.33 -0.16 0.099
C 3.4608 -5.0672 -0.4371 0.10 0.29 -0.05 -0.391
N 4.1107 -5.6933 0.2873 -0.08 0.05 -0.05 0.094
Te 1.9654 -0.2097 -2.2172 0.51 -0.27 -0.03 1.366
C 3.8553 0.4846 -2.8169 -0.14 0.04 -0.16 -0.915
C 4.4670 0.3573 -4.0341 0.11 0.03 0.01 -0.239
C 5.7219 1.0262 -4.0939 -0.11 -0.06 0.03 -0.203
C 6.0252 1.6585 -2.9216 -0.01 -0.03 -0.07 -0.435
S 4.8052 1.4291 -1.7555 0.02 0.02 0.17 0.942
H 4.0369 -0.2047 -4.8518 -0.01 0.04 0.01 0.097
H 6.3598 1.0441 -4.9671 -0.02 -0.01 0.03 0.095
H 6.9016 2.2452 -2.6924 -0.02 -0.02 -0.02 0.060



(2)
59
Properties=species:S:1:pos:R:3:forces:R:3:nbo_charge:R:1 method="wB97M-V/def2-TZVPD" e_homo_ev=-9.46 molar_mass_g_mol=930.40 e_tot_ev=-268875.474 orbital_gap_ha=0.3460
Cl 7.8115 -0.2853 -1.9253 -0.06 -0.04 0.10 -0.066
C 7.3172 -1.3958 -3.2383 0.31 0.46 -0.31 -0.378
C 8.5258 -1.6735 -4.0941 0.44 -0.11 0.44 -0.388
Cl 8.0299 -2.4710 -5.6041 0.02 -0.16 0.01 -0.057
H 6.5772 -0.8734 -3.8447 -0.34 -0.38 0.41 0.225
H 7.0379 -2.3420 -2.7749 -0.65 0.35 -0.18 0.223
H 9.1279 -2.3482 -3.4855 0.44 -0.01 -0.55 0.216
H 9.0932 -0.7813 -4.3586 -0.17 -0.10 0.08 0.226
Cl -8.3517 4.8964 -0.9633 -1.17 -0.02 -0.29 -0.031
C -6.7087 4.5811 -0.5009 0.42 -0.50 0.84 -0.419
C -6.0714 5.8187 0.0031 1.37 2.22 -0.55 -0.385
Cl -6.8015 6.7267 1.3750 -0.10 -0.72 -0.10 -0.062
H -6.1961 4.2254 -1.3947 0.21 0.02 0.23 0.233
H -6.6731 3.8346 0.2925 -0.23 -0.25 -0.26 0.220
H -6.0333 6.5755 -0.7804 -0.37 -0.08 -0.20 0.216
H -5.0095 5.7323 0.2335 -0.12 -0.67 0.34 0.228
Cl 0.2759 9.7533 -6.2843 -0.15 0.23 0.16 -0.068
C 1.5518 8.5164 -6.1349 0.14 0.26 0.69 -0.383
C 1.6985 8.0154 -4.6752 -0.20 -0.65 -1.29 -0.408
Cl 2.2609 9.2538 -3.5790 -0.02 0.70 0.38 -0.034
H 2.4804 8.9987 -6.4403 -0.07 -0.18 -0.12 0.220
H 1.2297 7.7660 -6.8569 0.42 -0.32 0.39 0.227
H 2.4777 7.2557 -4.6140 -0.22 -0.19 -0.32 0.223
H 0.7539 7.5954 -4.3295 0.10 0.15 0.12 0.222
Cl -5.1616 -6.0958 2.6348 -0.79 -0.17 -0.11 -0.091
C -6.4934 -7.3057 2.9882 1.07 0.30 -0.44 -0.369
C -6.2458 -7.8333 4.3991 -0.43 -0.72 -0.27 -0.396
Cl -4.6423 -8.6008 4.5031 0.43 0.01 0.04 -0.057
H -6.3849 -8.0726 2.2213 0.34 -0.24 0.35 0.223
H -7.4459 -6.8504 2.7167 0.00 0.30 0.88 0.233
H -6.8730 -8.6974 4.6184 -0.53 0.41 -0.06 0.227
H -6.3078 -7.1083 5.2106 -0.09 0.12 -0.39 0.230
C 0.3830 0.4732 -0.9665 -0.19 -0.13 0.47 0.532
O 0.3619 1.6695 -0.7082 0.12 -0.92 -0.40 -0.624
N 0.6686 -0.5273 -0.0943 0.00 0.26 1.00 -0.433
C 0.6320 -1.9503 -0.4993 0.07 0.93 -0.59 -0.417
C 1.0352 -0.1696 1.2981 0.07 -0.43 -0.84 -0.425
H 0.1425 0.0149 -1.9383 -0.10 0.47 -0.34 0.100
H 0.3426 -2.6533 0.2818 0.41 0.41 0.37 0.218
H 1.5950 -2.1775 -0.9564 0.04 -0.55 0.28 0.199
H -0.1271 -2.1180 -1.2634 -0.03 0.34 -0.16 0.209
H 2.0282 -0.5541 1.5309 -0.11 -0.46 0.12 0.196
H 1.1471 0.9079 1.4188 -0.56 -0.08 -0.28 0.245
H 0.2596 -0.5878 1.9396 0.27 0.16 0.36 0.199
C 0.8540 -4.0503 8.9655 -0.29 -0.15 0.77 -0.199
Cl 1.0551 -5.5152 7.9943 0.75 0.30 0.11 0.064
Cl 1.3104 -4.3841 10.7182 -0.16 0.26 -1.34 0.021
Cl 1.7765 -2.6340 8.3714 -0.38 -0.91 0.22 0.062
Cl -0.8876 -3.7404 8.8933 0.08 0.52 0.24 0.052
C 1.7097 5.8189 8.6468 -0.61 -0.84 -0.53 -0.205
Cl 1.9595 5.5004 6.8804 0.26 0.50 0.80 0.035
Cl 0.8621 7.3299 8.9076 0.02 0.10 -0.17 0.073
Cl 0.6145 4.4642 9.1656 0.71 0.54 0.24 0.025
Cl 3.2342 5.8586 9.5409 -0.38 -0.31 -0.34 0.073
C 0.8384 -7.5672 -8.6873 -0.47 -0.03 -0.39 -0.217
Cl 2.1005 -8.7090 -8.2821 -0.07 -0.45 0.00 0.070
Cl -0.7202 -8.4144 -9.1403 1.13 0.50 0.22 0.029
Cl 0.5527 -6.5309 -7.3062 -0.27 0.13 0.26 0.064
Cl 1.4220 -6.5646 -10.0283 -0.32 -0.16 -0.09 0.054



(3)
115
Properties=species:S:1:pos:R:3:forces:R:3:mulliken_spin:R:1 method="wB97M-V/def2-TZVPD" e_homo_ev="-4.57 / -5.12" molar_mass_g_mol=1021.06 e_tot_ev=-130843.829 spin_multiplicity=4 s2=3.815 total_charge=-1 orbital_gap_ha="0.2072 / 0.2093"
V 0.8198 0.4376 -1.2418 0.33 -0.34 1.25 2.054
C -0.7331 4.6235 1.3666 -0.01 0.00 -0.04 0.000
C 0.6143 4.2711 0.7370 -0.02 -0.04 -0.02 0.000
C 1.4767 5.5424 0.7259 -0.03 -0.03 -0.02 0.001
C 1.3899 3.1651 1.4361 -0.07 0.01 0.02 -0.004
C 1.4558 3.1432 2.8288 0.06 0.03 -0.01 -0.001
C 2.2609 2.2425 3.5029 0.00 -0.02 -0.04 0.002
C 3.0447 1.3498 2.7853 -0.07 0.00 0.01 0.004
C 2.9898 1.3139 1.3985 0.10 -0.02 0.03 -0.028
C 3.8977 0.3970 0.5956 -0.10 0.00 -0.04 -0.029
C 4.5077 -0.7468 1.3988 0.02 -0.01 -0.04 0.003
C 5.0085 1.2280 -0.0554 -0.03 -0.02 -0.01 0.005
C 2.1302 2.2025 0.7304 0.13 -0.01 -0.27 -0.019
N 1.9221 2.0025 -0.6689 0.26 0.38 -0.03 0.038
C 2.2685 2.9393 -1.5975 -0.14 -0.12 -0.06 -0.010
O 3.0270 3.8868 -1.4853 -0.10 0.04 0.09 0.006
C 1.5974 2.6273 -2.9292 0.04 0.11 0.10 0.041
C 1.6257 3.3708 -4.0958 -0.01 -0.05 0.05 -0.013
C 0.9772 2.8463 -5.2101 -0.01 -0.04 0.01 0.021
C 0.3934 1.5797 -5.1738 -0.06 0.06 0.04 -0.015
C 0.4382 0.8912 -3.9784 0.18 -0.30 -0.12 0.033
N 0.9809 1.4593 -2.9116 -0.08 0.24 -0.53 -0.084
C 0.2319 -0.6106 -3.7638 0.38 0.01 0.18 0.038
O -0.2013 -1.3339 -4.6322 0.00 0.07 -0.07 0.002
N 0.7755 -0.9865 -2.5464 0.00 0.01 -0.74 -0.181
C 1.2166 -2.3363 -2.4129 -0.31 0.01 0.01 0.037
C 0.3535 -3.3013 -1.8918 -0.05 -0.15 0.10 -0.005
C 0.8150 -4.6119 -1.8037 0.02 0.00 0.01 -0.001
C 2.0895 -4.9534 -2.2215 -0.02 0.04 0.00 0.000
C 2.9356 -3.9775 -2.7236 -0.02 0.01 0.04 -0.001
C 2.5185 -2.6548 -2.8198 0.10 -0.06 -0.06 -0.002
C 3.4482 -1.6099 -3.4076 -0.04 0.05 0.05 0.016
C 3.4658 -1.7044 -4.9347 -0.04 0.00 -0.03 0.000
C 4.8634 -1.7035 -2.8398 0.01 0.03 -0.04 0.000
C -1.0559 -2.9590 -1.4588 0.05 0.06 -0.03 -0.002
C -1.3365 -3.4071 -0.0263 -0.03 -0.13 -0.12 -0.003
C -2.0783 -3.5560 -2.4278 0.00 0.02 0.00 0.000
H -1.2042 5.4095 0.7757 -0.02 0.01 0.01 0.000
H -1.4473 3.8034 1.3852 0.02 0.11 -0.05 -0.004
H -0.6185 5.0095 2.3809 0.00 -0.01 0.04 0.001
H 0.4139 3.9533 -0.2903 0.02 0.05 0.05 0.001
H 1.6408 5.8723 1.7548 0.01 0.03 0.01 0.000
H 2.4411 5.3803 0.2537 0.05 -0.05 -0.04 0.000
H 0.9559 6.3410 0.1952 0.00 0.02 -0.02 0.000
H 0.8733 3.8584 3.3942 -0.02 0.04 0.02 0.000
H 2.2928 2.2465 4.5850 0.01 0.00 0.02 0.000
H 3.6979 0.6714 3.3170 0.01 -0.02 0.02 0.000
H 3.3058 -0.0543 -0.2156 0.03 0.01 0.07 0.072
H 5.2111 -0.3765 2.1469 0.01 0.01 0.01 0.000
H 3.7560 -1.3458 1.9126 -0.04 -0.01 0.02 0.000
H 5.0617 -1.4110 0.7344 0.01 0.00 -0.02 -0.001
H 5.6500 1.6496 0.7214 0.01 0.02 0.02 0.000
H 5.6244 0.6062 -0.7059 0.04 -0.04 -0.04 0.000
H 4.6057 2.0551 -0.6376 0.00 0.01 -0.01 -0.002
H 2.1468 4.3168 -4.1137 0.00 0.02 -0.02 0.000
H 0.9632 3.4106 -6.1333 0.00 0.01 0.00 0.001
H -0.0580 1.1201 -6.0409 0.01 0.00 -0.02 0.000
H 0.1566 -5.3776 -1.4147 -0.02 -0.02 0.02 0.000
H 2.4242 -5.9811 -2.1601 0.01 -0.02 0.01 0.000
H 3.9317 -4.2505 -3.0489 0.01 -0.01 0.00 0.000
H 3.0542 -0.6225 -3.1465 0.03 -0.04 0.03 0.027
H 3.9045 -2.6537 -5.2492 0.01 -0.03 0.00 0.000
H 2.4562 -1.6548 -5.3439 -0.01 0.01 0.00 0.000
H 4.0582 -0.8964 -5.3683 0.03 0.02 -0.01 0.000
H 5.3644 -2.6183 -3.1596 0.01 -0.01 -0.01 0.000
H 5.4665 -0.8612 -3.1835 0.01 0.01 -0.02 0.000
H 4.8531 -1.6933 -1.7500 -0.01 0.01 0.07 0.001
H -1.1801 -1.8734 -1.4978 0.00 -0.12 0.04 0.030
H -1.2980 -4.4941 0.0697 0.01 -0.06 -0.02 0.000
H -0.6133 -2.9813 0.6724 0.00 -0.01 -0.03 -0.001
H -2.3298 -3.0785 0.2777 0.09 -0.10 -0.13 -0.001
H -2.0563 -4.6484 -2.3929 0.01 -0.03 0.00 0.000
H -3.0809 -3.2200 -2.1605 0.00 0.00 0.01 0.000
H -1.8742 -3.2383 -3.4504 0.01 0.01 -0.02 0.000
C -5.6971 1.6840 -2.3268 0.00 0.00 0.00 0.000
S -4.0602 2.4158 -2.4275 -0.04 -0.01 -0.02 0.001
C -3.0550 1.2231 -1.5776 0.12 0.05 0.05 0.001
S -3.5936 -0.3458 -1.2307 0.11 0.22 0.03 -0.002
N -1.8900 1.7902 -1.3210 0.03 -0.28 0.34 0.009
N -0.9566 0.9124 -0.7649 -0.81 0.20 -0.19 0.033
C -1.6547 1.0667 1.7055 0.09 -0.08 0.04 -0.071
C -0.8774 0.3432 2.7595 -0.01 0.06 0.16 -0.013
C -1.0264 0.2801 4.1256 0.02 -0.04 -0.02 -0.006
C -0.1901 -0.5572 4.8483 -0.02 0.00 -0.01 0.013
C 0.7675 -1.3187 4.1889 -0.02 0.02 -0.10 -0.003
C 0.8876 -1.2251 2.8204 0.01 0.02 0.15 0.006
N 0.0751 -0.3946 2.1592 0.39 -0.01 -0.29 0.069
H -6.3634 2.3960 -2.8120 -0.04 0.03 -0.02 0.000
H -5.7352 0.7258 -2.8373 0.01 0.00 0.00 0.000
H -5.9941 1.5559 -1.2884 0.00 -0.01 0.00 0.000
H -1.3217 2.1126 1.7333 0.03 -0.13 -0.05 0.039
H -1.8048 0.8658 4.5931 -0.02 0.00 0.01 0.003
H -0.2986 -0.6343 5.9206 0.00 0.00 0.03 0.000
H 1.4121 -2.0000 4.7224 0.01 -0.01 0.03 0.000
H 1.5780 -1.7898 2.2143 0.00 0.00 -0.02 -0.004
F -5.7596 1.3737 3.0549 0.05 -0.09 0.01 0.003
C -5.1616 0.1746 3.0706 -0.08 0.02 0.00 0.041
C -5.7947 -0.8368 3.7292 -0.08 0.07 0.02 -0.013
F -6.9783 -0.5580 4.2980 0.11 -0.01 -0.04 -0.001
C -5.2510 -2.1409 3.8908 0.08 0.11 -0.07 0.021
C -4.0204 -2.3071 3.2014 0.03 -0.05 -0.07 0.038
C -3.4013 -1.2977 2.5307 0.07 -0.03 0.07 -0.011
F -2.2599 -1.6041 1.8757 -0.28 0.18 0.31 -0.005
C -3.8801 0.0372 2.4687 0.01 -0.17 -0.05 0.091
C -3.1489 1.0931 1.9112 -0.06 0.21 0.00 0.292
C -0.9476 0.5175 0.4760 -0.08 0.19 -0.09 -0.142
N 0.0790 -0.3080 0.7911 -0.28 -0.09 0.04 0.071
C -3.7357 2.3541 1.6360 0.00 -0.23 -0.01 -0.033
N -4.1424 3.4028 1.3774 -0.02 0.14 0.01 0.146
F -3.4436 -3.5195 3.1665 -0.04 0.12 0.01 0.000
C -5.8496 -3.1515 4.6633 -0.06 -0.10 0.06 0.266
C -7.1180 -3.0140 5.2941 0.11 -0.02 -0.10 -0.025
N -8.1412 -2.9756 5.8231 -0.09 0.00 0.07 0.093
C -5.2075 -4.3902 4.9441 -0.05 0.12 -0.02 -0.026
N -4.7230 -5.3959 5.2321 0.03 -0.10 0.02 0.091